Entry 1:
Density functional theory data (ωB97M-V/def2-TZVPD) for a molecular structure, C7H8 in a non-equilibrium geometry.

Properties
Max |F| in eV/Å: 4.09
ΔE to the lowest compared entry with this formula, charge and spin in eV: 6.393
DFT total energy in a.u.: -271.2965
HOMO in eV: -8.79
Gap between HOMO and LUMO in eV: 9.55

Atoms and positions in Å:
C1 -0.921008 -1.157422 1.189392
C2 -1.712229 -1.656166 0.333510
C3 0.265193 -0.595488 1.766212
C4 0.537748 -0.032789 0.567060
C5 -0.532677 -0.635008 -0.332205
C6 1.698154 0.774650 -0.043349
C7 -1.379713 0.401665 -1.101374
H1 0.741755 -0.693277 2.771976
H2 0.116530 -1.391642 -0.924048
H3 1.365701 1.856634 -0.364372
H4 2.037551 0.117529 -0.973998
H5 2.418290 0.858504 0.768503
H6 -1.962588 1.094876 -0.506863
H7 -2.010535 -0.142727 -1.699251
H8 -0.662171 1.200661 -1.451192

Atomic forces in eV per Å
C -0.84 -1.88 1.61
C -0.16 -0.24 0.75
C 0.21 0.57 -0.20
C 1.64 0.85 -0.08
C 0.80 0.52 -1.46
C -1.36 -0.36 -1.01
C 3.25 1.84 1.66
H -0.67 0.29 -1.21
H -1.45 1.26 0.38
H 0.63 -2.21 0.43
H -0.25 1.80 1.95
H 0.52 0.06 -0.50
H -0.45 -0.68 1.02
H -1.24 -0.58 -2.22
H -0.62 -1.25 -1.11

Entry 2:
Density functional theory data (ωB97M-V/def2-TZVPD) for C9H10N4 in the gas phase in a non-equilibrium geometry.

Properties
Max |F| in eV/Å: 7.26
ΔE to the lowest compared entry with this formula, charge and spin in eV: 5.346
DFT total energy in a.u.: -567.8072
HOMO in eV: -8.36
Gap between HOMO and LUMO in eV: 8.45

Atoms and positions in Å:
C1 -2.267397 -1.707718 1.088811
N1 -2.241377 -0.400172 0.644391
C2 -3.327757 0.508794 1.141126
N2 -1.119160 0.207744 0.247445
N3 -0.173137 -0.504444 -0.041682
C3 0.921823 0.198502 -0.492556
C4 0.932708 1.502654 -1.067716
C5 2.057564 2.029999 -1.418674
C6 3.299119 1.359390 -1.406484
C7 3.410210 0.081110 -0.853533
C8 2.189488 -0.594025 -0.479009
C9 1.934713 -1.955426 0.253146
N4 1.772684 -2.939413 0.863123
H1 -2.211389 -2.449941 0.309809
H2 -3.211952 -2.017343 1.777289
H3 -1.281574 -1.937688 1.674679
H4 -4.410389 0.286418 0.750217
H5 -3.337044 0.347458 2.256390
H6 -3.169187 1.588845 0.710480
H7 -0.109890 1.851672 -1.108200
H8 2.030110 2.796219 -2.133426
H9 3.981789 1.954551 -2.099095
H10 4.330045 -0.207186 -0.616532

Atomic forces in eV per Å
C 0.49 -3.67 3.13
N -1.38 2.99 -0.44
C -0.63 0.73 -0.96
N -2.75 1.64 0.45
N 0.47 -1.76 -0.04
C 4.20 -1.12 -1.03
C -5.27 -3.92 3.11
C 3.80 0.36 -2.66
C -0.74 0.98 -0.94
C -4.60 1.26 -0.34
C -2.36 0.90 1.72
C 1.28 0.73 -0.26
N 0.30 1.94 -1.33
H -0.21 -0.19 -0.61
H 2.23 1.24 -1.66
H -1.65 0.43 -0.61
H 2.19 -0.33 0.50
H -0.15 0.96 -1.00
H 0.21 -2.06 1.43
H 0.83 0.76 -0.41
H -0.06 1.83 -0.26
H 0.17 -1.49 1.74
H 3.62 -2.19 0.48

Entry 3:
Density functional theory data (ωB97M-V/def2-TZVPD) for a molecular structure, C24H39ClKN6O7P.

Properties
Max |F| in eV/Å: 0.17
ΔE to the lowest compared entry with this formula, charge and spin in eV: 0.000
DFT total energy in a.u.: -3194.7651
HOMO in eV: -8.75
Gap between HOMO and LUMO in eV: 8.67

Atoms and positions in Å:
K1 0.650860 -0.286682 0.196828
C1 2.343834 -1.678562 3.767120
C2 3.030842 -0.402745 3.277262
N1 2.176731 0.507390 2.511408
C3 1.255819 1.262849 3.349104
C4 0.649545 2.452275 2.610828
N2 -0.236687 2.102313 1.498638
C5 -1.665553 2.245393 1.800186
C6 -2.282418 1.162469 2.687496
C7 -2.726384 -0.118398 1.982015
N3 -1.649415 -1.052673 1.666468
C8 -1.235166 -1.862317 2.805231
C9 -0.312603 -3.002513 2.380085
N4 0.968952 -2.562631 1.847990
C10 2.123668 -2.766656 2.709245
H1 1.398988 -1.440379 4.262695
H2 2.985294 -2.103495 4.544664
H3 3.873641 -0.686969 2.641816
H4 3.453848 0.117793 4.150946
H5 2.773489 1.161007 2.014293
H6 1.755351 1.652378 4.251825
H7 0.463050 0.596545 3.692478
H8 1.475289 3.059193 2.224782
H9 0.123550 3.079554 3.343125
H10 -0.029058 2.711969 0.715756
H11 -2.199612 2.259234 0.847595
H12 -1.847917 3.218473 2.282353
H13 -3.180234 1.598544 3.134840
H14 -1.623636 0.933553 3.528315
H15 -3.215956 0.161814 1.045317
H16 -3.489665 -0.606805 2.607945
H17 -1.961019 -1.672698 0.925117
H18 -2.106137 -2.289859 3.328869
H19 -0.717242 -1.223585 3.524763
H20 -0.832432 -3.595959 1.619681
H21 -0.173345 -3.669306 3.241312
H22 1.147153 -2.973895 0.937141
H23 3.007837 -2.814788 2.068183
H24 2.061384 -3.737061 3.224825
O1 -1.126085 -5.350522 -3.469405
C11 -2.011168 -4.404192 -3.670840
O2 -2.996150 -4.561769 -4.355209
C12 -1.766151 -3.086651 -2.998437
C13 -2.646511 -2.025259 -3.052738
Cl1 -4.111412 -1.842577 -3.893086
N5 -2.122616 -1.009256 -2.324904
N6 -0.918140 -1.349768 -1.819668
C14 -0.689071 -2.592100 -2.206111
C15 0.595408 -3.271159 -1.738722
O3 0.705438 -4.488852 -1.993269
O4 1.407796 -2.554616 -1.120355
C16 -2.622039 0.300436 -2.078434
C17 -1.740638 1.366347 -2.199850
C18 -2.189336 2.655289 -1.959696
C19 -3.513608 2.879805 -1.606364
C20 -4.382970 1.806024 -1.474115
C21 -3.940643 0.510496 -1.700893
H25 -0.363424 -5.039784 -2.859661
H26 -0.719259 1.163217 -2.490472
H27 -1.502855 3.487571 -2.058328
H28 -3.865874 3.887625 -1.429730
H29 -5.412340 1.975176 -1.186745
H30 -4.610979 -0.329923 -1.588651
C22 4.075884 3.951531 -2.311402
O5 3.327195 2.897750 -2.914886
P1 2.038206 2.318280 -2.096006
O6 1.485951 1.346151 -3.275254
C23 0.958337 1.948394 -4.458978
O7 2.668872 1.181921 -1.138330
C24 3.469069 0.089291 -1.664045
H31 4.626129 4.454209 -3.102705
H32 4.782791 3.548288 -1.584394
H33 3.420185 4.670908 -1.814451
H34 0.449365 1.163964 -5.013422
H35 1.761570 2.365283 -5.064611
H36 0.241084 2.738082 -4.216449
H37 4.181025 -0.175553 -0.885169
H38 3.997840 0.405039 -2.560461
H39 2.824483 -0.763865 -1.872295

Atomic forces in eV per Å
K 0.14 -0.10 0.01
C 0.03 -0.06 -0.07
C -0.06 -0.04 0.02
N 0.07 0.00 -0.04
C -0.05 0.09 -0.03
C 0.04 -0.07 0.02
N -0.05 0.00 -0.01
C 0.02 0.02 0.01
C 0.00 0.02 0.00
C 0.01 0.00 -0.01
N -0.02 0.06 -0.04
C 0.03 -0.10 0.00
C -0.03 0.05 0.04
N 0.03 0.02 -0.08
C -0.01 0.07 0.08
H 0.00 0.01 0.00
H 0.01 0.01 0.00
H -0.01 0.00 -0.02
H 0.00 0.00 0.01
H 0.00 0.02 0.03
H 0.02 -0.02 0.00
H 0.00 -0.01 0.00
H 0.00 0.00 -0.02
H 0.00 0.00 0.00
H -0.01 -0.04 0.02
H -0.02 0.00 -0.02
H 0.00 0.00 0.00
H 0.00 0.01 0.00
H -0.01 -0.01 0.00
H 0.00 -0.01 -0.01
H 0.00 0.00 0.00
H -0.01 -0.02 0.01
H 0.00 -0.01 0.00
H 0.01 0.00 0.01
H 0.00 0.01 -0.01
H 0.01 0.00 0.00
H 0.01 0.02 0.03
H 0.01 0.00 0.00
H -0.02 0.00 0.00
O -0.06 -0.01 -0.04
C 0.01 -0.05 0.00
O 0.01 0.01 0.00
C 0.01 0.02 0.00
C 0.03 -0.01 0.02
Cl -0.02 0.00 -0.01
N 0.02 0.00 0.03
N -0.10 0.00 0.01
C -0.09 -0.04 -0.05
C 0.03 0.10 0.02
O 0.04 -0.02 0.01
O -0.11 0.06 0.06
C -0.01 0.03 -0.04
C 0.00 -0.03 0.00
C 0.01 0.01 0.01
C 0.00 -0.01 0.01
C 0.01 0.02 0.00
C 0.01 -0.05 0.00
H 0.02 0.02 0.02
H 0.01 0.02 0.00
H 0.01 -0.01 0.00
H 0.00 0.00 0.00
H 0.00 -0.01 0.00
H -0.01 0.01 0.01
C 0.02 -0.02 0.00
O 0.00 0.00 -0.01
P 0.02 0.00 0.01
O 0.03 0.04 0.01
C -0.01 -0.03 -0.02
O -0.01 -0.01 -0.02
C -0.04 -0.01 0.07
H -0.01 0.01 0.00
H 0.00 0.01 0.01
H 0.00 0.00 0.00
H 0.00 0.00 0.00
H 0.02 0.00 0.00
H 0.00 0.00 0.01
H 0.01 0.02 -0.01
H 0.00 -0.01 -0.01
H 0.02 0.01 -0.04

Question: Which of these has the lowest gap between HOMO and LUMO?
Answer: C9H10N4

Question: HOMO of number 3 (C24H39ClKN6O7P)?
Answer: -8.75 eV